No. 1
Formula: C24H27IO6
Source: OMol25
Level of theory: ωB97M-V/def2-TZVPD

```
! wB97M-V def2-TZVPD RIJCOSX def2/J DEFGRID3
* xyz 0 1
C 2.627 0.657 2.779
C 1.591 1.384 3.788
O 1.223 2.657 3.186
C 0.144 2.499 2.234
C -0.597 3.943 2.130
O -0.087 4.635 0.965
C -1.142 5.096 0.097
C -0.632 5.128 -1.432
O -0.032 3.861 -1.806
C -0.967 2.977 -2.458
C -0.833 1.550 -1.696
C 0.619 1.002 -1.508
C 0.870 -0.379 -0.794
C 2.380 -0.864 -0.634
C 2.652 -2.393 -1.039
C 3.799 -2.368 -2.197
O 3.313 -3.001 0.122
C -0.394 -1.124 -0.312
C -1.853 -0.556 -0.475
C -2.110 0.808 -1.187
C -3.056 -1.457 0.114
O -4.036 -0.971 0.728
C -2.879 -3.041 -0.146
C -4.123 -3.872 -0.517
C -3.887 -5.392 -0.806
C -2.457 -5.960 -0.688
C -1.193 -5.110 -0.306
I 0.821 -5.966 -0.210
C -1.428 -3.611 -0.023
C -0.271 -2.565 0.398
O 0.607 -2.868 1.235
H 2.139 -0.338 2.464
H 2.764 1.258 1.801
H 3.638 0.406 3.246
H 0.691 0.679 3.919
H 2.141 1.565 4.788
H -0.601 1.664 2.514
H 0.600 2.301 1.188
H -1.741 3.848 2.146
H -0.303 4.510 3.080
H -1.370 6.189 0.383
H -2.083 4.444 0.113
H 0.215 5.911 -1.490
H -1.453 5.378 -2.185
H -2.057 3.306 -2.411
H -0.640 2.758 -3.546
H 1.521 1.595 -1.870
H 2.765 -0.675 0.429
H 3.011 -0.181 -1.321
H 1.717 -2.967 -1.358
H 4.567 -1.525 -2.008
H 3.367 -2.257 -3.248
H 4.427 -3.340 -2.178
H 3.440 -3.959 -0.043
H -3.172 1.186 -1.325
H -5.157 -3.380 -0.612
H -4.806 -6.006 -1.089
H -2.290 -7.067 -0.928
*
```

## Properties
- Frontier orbital gap: 7.866 eV
- Strongest force on any atom: 4.9 eV/A
- SMILES string: CCOCCOCCOCc1cc(C[C@@H](C)O)c2c(c1)C(=O)c1cccc(I)c1C2=O
- HOMO energy: -0.330 Eh



No. 2
Formula: C3H5NO2
Source: OMol25
Level of theory: ωB97M-V/def2-TZVPD

```
! wB97M-V def2-TZVPD RIJCOSX def2/J DEFGRID3
* xyz 0 1
C 0.270 -0.724 1.546
C -0.392 -0.389 0.231
O -1.305 -1.056 -0.204
N 0.186 0.629 -0.527
C -0.174 0.837 -1.854
O 0.293 1.723 -2.528
H 0.887 -1.591 1.306
H -0.486 -1.038 2.268
H 0.911 0.047 1.984
H 0.912 1.229 -0.155
H -0.908 0.097 -2.202
*
```

## Properties
- Frontier orbital gap: 10.841 eV
- Strongest force on any atom: 0.4 eV/A
- SMILES string: CC(=O)NC=O
- Relative energy (zero: lowest compared OMol25 entry of this formula, charge and spin): 1.33 kcal/mol
- HOMO energy: -0.373 Eh